[1]
Density functional theory data (the ωB97M-V functional and the def2-TZVPD basis) for a structure of composition C2HBr2N2 in a non-equilibrium geometry.

Its LUMO energy is -5.67 eV. For the energy above the lowest of the compared OMol25 structures with the same formula, charge and spin, the calculation gives 25.4 kcal per mole. For the HOMO-LUMO gap, the calculation gives 9.493 eV. The value obtained for the HOMO energy is -15.16 eV. For the largest force on an atom, the calculation gives 0.072 hartree/bohr. Its molecular weight is 212.9 g/mol.

Geometry as ORCA input:
```
! RIJCOSX wB97M-V def2-TZVPD def2/J DEFGRID3
* xyz 1 1
C 0.2673 0.1736 -0.5950
C 0.5200 -0.7426 0.3990
N -1.9730 1.8398 0.2188
N -1.0665 1.2834 -0.0636
Br 1.6608 -2.0167 -0.3789
Br 0.2774 -0.7542 2.1735
H 0.3140 0.2166 -1.7538
*
```

---

[2]
Density functional theory data (the ωB97M-V functional and the def2-TZVPD basis) for a structure of composition C2HBr3O2 in a non-equilibrium geometry.

Its LUMO energy is -1.08 eV. For the energy above the lowest of the compared OMol25 structures with the same formula, charge and spin, the calculation gives 8.8 kcal per mole. For the HOMO-LUMO gap, the calculation gives 9.150 eV. The value obtained for the HOMO energy is -10.23 eV. For the largest force on an atom, the calculation gives 0.037 hartree/bohr. Its molecular weight is 296.7 g/mol.

Geometry as ORCA input:
```
! RIJCOSX wB97M-V def2-TZVPD def2/J DEFGRID3
* xyz 0 1
C 1.0273 -1.2468 -2.0140
C -0.0364 -0.7511 -1.0152
O 2.1769 -1.1716 -1.8929
O 0.4326 0.1273 -0.1328
Br 0.2719 -2.3365 -3.4119
Br -1.6225 -0.2030 -2.0430
Br -0.6351 -2.6543 -0.1473
H -0.0588 0.1824 0.7101
*
```

---

[3]
Density functional theory data (the ωB97M-V functional and the def2-TZVPD basis) for a structure of composition C2HBr3O3 in a non-equilibrium geometry.

Its LUMO energy is -0.18 eV. For the energy above the lowest of the compared OMol25 structures with the same formula, charge and spin, the calculation gives 59.2 kcal per mole. For the HOMO-LUMO gap, the calculation gives 10.237 eV. The value obtained for the HOMO energy is -10.42 eV. For the largest force on an atom, the calculation gives 0.080 hartree/bohr. Its molecular weight is 312.7 g/mol.

Geometry as ORCA input:
```
! RIJCOSX wB97M-V def2-TZVPD def2/J DEFGRID3
* xyz 0 1
C -1.5603 0.3936 0.2973
C -3.1541 1.2044 0.0286
O -1.4019 -0.4248 1.1334
O 0.5594 0.5547 -0.6248
O -0.7995 0.9538 -0.5839
Br -3.2216 2.6211 1.3377
Br -4.4513 -0.1719 0.4429
Br -3.3411 1.8494 -1.7514
H 0.6550 -0.1858 0.0045
*
```

---

[4]
Density functional theory data (the ωB97M-V functional and the def2-TZVPD basis) for a cluster of 2 separate species, C2HBrF4O in total in a non-equilibrium geometry.

Its LUMO energy (spin up / spin down) is -1.10 / 0.27 eV. For the energy above the lowest of the compared OMol25 structures with the same formula, charge and spin, the calculation gives 52.8 kcal per mole. For the HOMO-LUMO gap (spin up / spin down), the calculation gives 7.149 / 9.884 eV. The value obtained for the HOMO energy (spin up / spin down) is -8.25 / -9.62 eV. For the largest force on an atom, the calculation gives 0.071 hartree/bohr. Its molecular weight is 196.9 g/mol.

Geometry as ORCA input:
```
! RIJCOSX wB97M-V def2-TZVPD def2/J DEFGRID3
* xyz 0 1
C 1.2962 0.6825 0.1891
C -1.6932 -0.8378 -0.1132
O 2.4806 0.7150 -0.4137
F 0.9206 1.8899 0.4550
F 1.0163 -0.2622 1.0577
F -1.9979 -2.0812 -0.4460
F -1.4537 -0.7916 1.2095
Br -3.0547 0.3980 -0.6441
H 2.4858 0.2873 -1.2942
*
```

---

[5]
Density functional theory data (the ωB97M-V functional and the def2-TZVPD basis) for a cluster of 2 separate species, C2HBrF4S in total in a non-equilibrium geometry.

Its LUMO energy (spin up / spin down) is 0.17 / -0.84 eV. For the energy above the lowest of the compared OMol25 structures with the same formula, charge and spin, the calculation gives 90.6 kcal per mole. For the HOMO-LUMO gap (spin up / spin down), the calculation gives 9.534 / 7.077 eV. The value obtained for the HOMO energy (spin up / spin down) is -9.37 / -7.92 eV. For the largest force on an atom, the calculation gives 0.044 hartree/bohr. Its molecular weight is 213.0 g/mol.

Geometry as ORCA input:
```
! RIJCOSX wB97M-V def2-TZVPD def2/J DEFGRID3
* xyz 0 1
C -0.1531 -0.5420 1.6770
C -0.3890 0.1883 -2.3580
F 0.1865 -1.8190 1.8910
F -1.4788 -0.3371 1.9109
F 0.1577 0.6126 -1.2376
F -1.7467 0.4138 -2.2305
S 0.9821 0.7693 1.9557
Br 0.3874 0.7296 -3.9929
H 2.0540 -0.0155 2.3846
*
```

---

[6]
Density functional theory data (the ωB97M-V functional and the def2-TZVPD basis) for a cluster of 2 separate species, C2HBrFN in total in a non-equilibrium geometry.

Its LUMO energy (spin up / spin down) is -1.72 / -3.51 eV. For the energy above the lowest of the compared OMol25 structures with the same formula, charge and spin, the calculation gives 52.9 kcal per mole. For the HOMO-LUMO gap (spin up / spin down), the calculation gives 9.276 / 6.215 eV. The value obtained for the HOMO energy (spin up / spin down) is -10.99 / -9.73 eV. For the largest force on an atom, the calculation gives 0.069 hartree/bohr. Its molecular weight is 137.9 g/mol.

Geometry as ORCA input:
```
! RIJCOSX wB97M-V def2-TZVPD def2/J DEFGRID3
* xyz 0 1
C 0.1385 -0.5130 -0.8343
C -0.6918 0.1864 0.0633
N 0.6667 -1.1131 -1.6307
F -0.6374 1.4599 -0.0444
Br 2.0155 0.3171 1.6889
H -1.4915 -0.3373 0.7572
*
```